Density functional theory data (ωB97M-V with the def2-TZVPD basis set) for a molecular structure, C38H37N2PtS4Sb3Se at a distorted geometry.

Output
**E**: -6413.976924 Ha
**ΔE to the lowest compared entry with this formula, charge and spin**: 3.10 kcal/mol
**2S+1**: 1

XYZ file:
```
86
Properties=species:S:1:pos:R:3:forces:R:3
Pt -0.176954 2.724528 -1.374607 0.1 -0.9 -0.8
Sb -2.021451 -1.378317 1.095320 -0.1 -0.1 0.1
Sb 0.172715 3.297170 -5.134725 0.1 -0.3 0.3
Sb 2.181934 0.402573 -0.923300 -0.2 -0.1 0.6
Se 1.380008 4.120888 -0.169988 0.0 0.1 0.4
S 0.751033 1.300942 -5.955510 0.0 0.0 -0.1
S 1.438255 3.074756 -2.983402 0.2 0.4 -0.2
S -1.581356 4.223578 -2.280819 -0.2 0.6 0.1
S -1.821915 2.627434 -3.476452 0.2 -0.2 0.0
N -1.002088 5.168650 3.763623 -0.2 0.1 0.2
N -1.884791 2.078312 -0.028662 -0.3 0.5 0.1
C 6.364325 1.575750 -0.249185 0.1 0.0 0.1
C 5.061933 1.138942 -0.072403 -0.1 0.0 0.2
C -1.991632 2.390413 1.272833 0.2 -0.2 0.0
C -1.140331 -5.651450 1.683897 0.1 -0.1 0.0
C -1.354970 -0.823197 -1.857577 0.1 0.2 0.0
C 0.110680 -1.188319 1.385482 0.1 -0.3 0.0
C 6.802483 1.964124 -1.504424 0.0 0.0 0.0
C -2.335501 -2.975689 -1.565477 -0.2 -0.2 0.1
C -3.394673 -5.327540 2.431001 0.0 -0.1 0.0
C -3.192078 2.425719 1.955614 0.2 0.0 0.0
C -3.030094 1.755102 -0.658229 0.1 -0.2 0.1
C 4.185011 1.085566 -1.147483 -0.2 0.0 -0.1
C 0.397786 4.524182 1.434706 0.2 0.0 0.1
C 0.604950 0.232257 1.614662 -0.1 0.2 0.2
C -1.895631 -1.784077 -1.011509 0.1 0.2 0.2
C -4.371161 2.117232 1.296586 0.0 0.0 -0.1
C 2.542123 -1.722012 -1.039697 -0.1 0.3 -0.3
C 4.632153 1.476778 -2.405256 -0.1 0.0 -0.1
C -0.678907 5.402225 1.403435 0.1 -0.1 -0.1
C -1.044194 -4.302016 1.391412 0.1 0.0 -0.1
C -2.317074 -6.166966 2.204402 -0.1 -0.1 0.0
C -1.710317 -2.230086 -3.763450 0.1 0.0 -0.1
C -1.342146 5.680128 2.586078 -0.1 0.1 -0.1
C -4.261711 1.750887 -0.040502 0.2 0.0 0.0
C -2.119570 -3.448100 1.619583 0.1 0.2 -0.1
C 3.413530 -2.350826 -0.164626 0.2 0.1 0.2
C 5.935684 1.912125 -2.582671 0.0 0.0 -0.1
C -3.292125 -3.975996 2.139342 -0.1 0.1 0.1
C -5.698450 2.179343 1.979933 -0.1 0.0 0.0
C -1.257714 -1.035713 -3.224035 0.1 0.1 0.0
C 0.047134 4.359743 3.793506 0.1 -0.2 0.1
C 0.777957 4.004844 2.669869 0.0 0.1 -0.2
C 2.066618 0.443641 1.238979 0.1 -0.1 -0.2
C -2.245657 -3.196524 -2.930040 0.0 -0.1 -0.1
C 2.786906 -4.499744 -1.031094 0.0 -0.1 0.0
C 1.819013 -2.497949 -1.933532 -0.1 0.0 -0.1
C 1.934014 -3.881174 -1.927754 -0.1 0.0 -0.1
C 3.536684 -3.728411 -0.155078 0.1 -0.1 0.0
H 0.431903 0.502694 2.664150 0.0 0.0 0.0
H 3.961708 1.444279 -3.256438 0.0 0.0 0.0
H -4.142239 -3.329494 2.323618 0.0 0.0 0.0
H -0.967290 0.105777 -1.441867 -0.1 -0.1 -0.1
H -4.315533 -5.724319 2.835806 0.0 0.0 0.0
H -2.753668 -3.748627 -0.932608 0.0 0.0 0.0
H -5.131457 1.462703 -0.612223 -0.1 0.0 0.0
H -3.188057 2.689072 3.004236 0.0 0.0 0.0
H 1.350907 -4.468583 -2.624835 0.0 0.0 0.0
H 2.699914 -0.331454 1.669376 0.1 -0.1 0.0
H -2.937545 1.462601 -1.695058 -0.1 0.1 0.1
H -5.587497 2.222946 3.060409 0.0 0.0 0.0
H 0.558635 -1.628942 0.494748 0.0 0.0 0.0
H 1.146248 -2.033406 -2.637324 -0.1 0.1 -0.1
H -6.308531 1.314758 1.722874 0.0 0.0 0.0
H 0.316574 3.960014 4.764666 0.0 0.0 0.0
H 6.270470 2.212154 -3.565537 0.0 0.0 -0.1
H -6.239817 3.070141 1.657335 0.0 0.0 0.0
H -0.297239 -6.302981 1.497632 0.0 0.0 0.0
H 4.738867 0.843199 0.919642 0.0 0.0 0.0
H -0.802832 -0.286993 -3.861354 0.0 0.1 -0.1
H 4.220782 -4.202076 0.535883 0.0 0.0 0.0
H 2.448178 1.409961 1.570329 -0.1 0.1 0.0
H -1.631995 -2.408888 -4.825685 0.0 0.0 -0.1
H -0.123322 -3.923526 0.963784 0.0 0.0 0.0
H 1.608585 3.320497 2.755731 0.1 0.0 0.0
H 2.876747 -5.577062 -1.019778 0.0 -0.1 0.0
H -2.393816 -7.221586 2.431189 0.0 0.0 0.0
H 7.817290 2.308020 -1.641505 0.1 0.0 0.0
H -1.004963 5.848059 0.472713 0.0 0.0 0.0
H 7.038121 1.612926 0.597062 0.0 0.0 0.0
H -2.594936 -4.132795 -3.343552 0.0 -0.1 0.0
H 0.395469 -1.830260 2.221882 0.0 0.0 0.0
H -1.068286 2.580746 1.796375 0.0 0.1 0.0
H 4.015535 -1.767228 0.520878 0.0 0.0 0.1
H 0.007211 0.924432 1.022184 0.0 0.1 0.0
H -2.194559 6.349511 2.586486 0.0 0.0 0.0
```
Forces are in eV/Å.


Density functional theory data (ωB97M-V with the def2-TZVPD basis set) for a molecular structure, C38H37N4NiOTe at a distorted geometry.

Output
**Expectation value of S²**: 3.763
**E**: -3540.783439 Ha
**2S+1**: 4

XYZ file:
```
82
Properties=species:S:1:pos:R:3:forces:R:3
Te -0.718066 0.561748 -0.597896 -0.2 0.9 0.8
Ni -0.255273 -3.339375 -0.254403 0.8 0.5 -0.4
O -1.731406 -2.978755 -3.474495 -0.1 -0.4 -0.1
N 1.922498 -3.600114 -0.176212 0.3 -0.4 0.5
N 0.020212 -3.170921 1.639264 -0.6 -0.1 -0.6
N -2.216627 -2.999124 0.234707 1.5 -1.0 -0.5
N -0.456267 -2.177399 -1.805292 0.5 -0.8 1.6
C 1.447578 2.594945 0.969877 -0.5 -0.4 -0.4
C -3.565738 1.665168 0.942967 2.0 -0.1 0.5
C 3.021541 -3.088276 3.763216 1.4 0.4 -0.8
C 4.054416 -3.061879 2.843355 -0.1 -0.5 -0.6
C 2.491149 1.545242 -3.380295 -0.7 0.1 0.0
C 0.525246 1.589791 -2.019136 -0.5 -0.4 0.7
C -0.006113 2.628711 -2.768946 -1.3 0.7 -0.1
C -2.312290 2.462493 1.280093 -1.6 0.3 0.8
C 4.636265 -3.531314 0.454249 0.5 -0.7 -1.1
C 0.017888 3.002010 1.285368 0.9 -0.4 0.1
C -4.474274 -2.532478 -0.186652 1.0 -0.1 0.5
C 4.245562 -3.936995 -0.789703 -1.9 0.3 -0.8
C -2.534214 3.502348 2.204317 1.1 -0.4 -0.8
C -1.119527 -2.085706 3.590053 -1.3 0.2 -0.6
C -1.814616 5.466352 3.505623 0.1 1.1 0.7
C 1.292507 -3.184822 2.093255 0.8 0.0 0.9
C -0.195809 4.065308 2.169804 -0.9 -1.1 -0.4
C -1.427447 3.237088 -2.542147 1.8 0.8 0.2
C -2.267149 -2.551478 1.491711 0.5 -0.3 0.5
C -1.068270 -2.672033 2.312134 0.1 1.2 0.8
C -3.224994 -3.014543 -0.587599 0.1 -0.3 -0.5
C 3.720868 -3.259912 1.449832 -1.6 0.0 2.2
C -3.455974 -1.380682 3.220399 -0.2 -0.5 1.0
C 0.711289 3.098992 -3.872784 -0.4 -0.4 0.5
C -4.548972 -2.018782 1.065402 -1.3 0.9 1.1
C 0.172494 -1.522790 -3.988449 -0.6 -0.3 -0.2
C -1.497901 4.316450 2.612461 0.1 0.4 0.1
C 1.796204 1.060383 -2.286280 -0.2 0.2 0.3
C 2.596772 2.861491 -5.503837 0.4 -0.9 -0.5
C -0.740092 -2.372570 -3.058367 0.0 1.4 -1.8
C 2.825610 -3.923990 -1.079298 0.5 0.5 0.0
C -3.447874 -1.995974 1.932705 -0.2 0.8 1.2
C -2.343969 -1.453158 4.017204 0.6 -0.1 -0.4
C -1.050752 2.205936 0.812201 1.0 0.1 -0.6
C 2.345290 -3.366662 1.123892 -0.5 0.4 -0.8
C 2.402310 -0.009307 -1.431919 0.5 0.0 0.4
C 1.911370 2.513894 -4.206303 1.1 0.1 -0.5
C 1.687648 -3.102520 3.431467 -1.5 -0.6 -0.9
H 2.232338 0.169450 -0.370164 -0.3 -0.1 -0.1
H -4.273144 1.902248 1.699396 -0.8 -0.3 0.6
H 1.845465 3.000763 -6.280154 0.0 0.2 -0.1
H 2.432519 -4.101132 -2.099225 0.4 0.0 0.7
H -5.473103 -1.567440 1.485451 0.5 -0.4 -0.6
H -1.210184 6.378219 3.284625 -0.7 -0.5 -0.3
H -5.298165 -2.562216 -0.825749 -1.1 0.0 -0.9
H -2.167239 2.450909 -2.470641 -0.3 0.0 0.1
H -1.459320 3.920093 -1.651405 0.0 -1.0 -0.4
H -0.288313 -2.018223 4.279916 -0.3 0.0 -0.4
H -1.597720 3.918055 -3.387370 -0.3 -0.4 0.1
H 4.883771 -4.198938 -1.631524 0.2 0.1 0.5
H 1.544914 1.503526 0.907400 -0.1 0.3 0.3
H -4.369125 -1.015042 3.697008 0.1 0.1 -0.6
H 1.144538 -1.973672 -4.028814 0.8 -0.1 0.3
H 0.231005 -0.484027 -3.622637 0.0 -0.5 -0.3
H 0.233529 3.842023 -4.500752 0.2 0.0 -0.1
H 3.440925 1.085677 -3.620097 0.1 0.1 -0.2
H 3.220120 -3.056661 4.795277 0.6 0.1 1.2
H -2.361344 -0.991670 5.011225 0.0 -0.2 -0.4
H -3.310596 0.608683 0.909316 -0.4 -0.1 0.0
H 0.631766 4.610704 2.588728 0.2 0.2 -0.1
H 0.912564 -3.178467 4.202206 0.9 0.0 -0.4
H 2.139756 2.962809 1.685077 0.5 0.3 1.0
H 5.113538 -3.036891 3.148582 -0.7 0.0 -0.2
H -2.965628 -3.433465 -1.565298 -0.6 0.4 0.1
H 1.852859 2.957688 0.038961 -0.3 0.3 -0.7
H -3.523941 3.663486 2.584608 -0.4 0.1 0.1
H 3.248535 3.739717 -5.474259 -0.1 -0.1 0.1
H -0.152880 -1.566604 -5.029925 -0.5 0.1 0.2
H 5.660503 -3.535153 0.723849 1.0 0.1 0.1
H 3.488722 0.021245 -1.524910 0.1 -0.3 -0.3
H -3.947004 1.978341 0.014715 -0.6 0.2 -1.4
H -2.902779 5.667045 3.532118 0.6 0.2 -0.3
H 2.023067 -1.011826 -1.658542 0.1 0.1 0.0
H -1.557677 5.322006 4.552399 0.1 -0.6 0.2
H 3.206648 1.981919 -5.834895 -0.3 0.8 0.3
```
Forces are in eV/Å.